60
Properties=species:S:1:pos:R:3:mulliken_charge:R:1 method="wB97M-V/def2-TZVPD" e_tot_ha=-1360.85530 gap_ha=0.340
C 3.21409 -3.21697 1.50941 -1.2917
C 3.35827 -2.20673 0.36826 0.0040
O 3.04879 -2.75451 -0.90879 -0.5890
C 2.55548 -0.92440 0.54122 -1.2061
C 1.10699 -0.98079 0.07845 0.9276
C 0.64655 0.40730 -0.36440 0.0330
O 1.25425 1.46232 -0.37094 -0.7506
O -0.66688 0.28613 -0.69712 -0.4276
C -1.21476 -0.70114 0.20065 -0.5640
C -0.04480 -1.18364 1.08694 0.0102
C -0.31534 -2.54801 1.69328 -1.4109
C -0.01916 -3.76623 0.79246 0.0446
C -1.22701 -4.29005 -0.01269 -0.9634
N -1.16646 -4.05650 -1.46643 -0.6000
H 4.01483 -3.04701 2.22642 0.4250
H 3.33130 -4.23300 1.14010 0.3184
H 2.27863 -3.11032 2.04572 0.2201
H 4.41024 -1.91036 0.35202 0.4553
H 3.47770 -3.60641 -0.99768 0.3312
H 2.64350 -0.56465 1.56456 0.3012
H 3.04324 -0.17452 -0.08089 0.4151
H 0.89866 -1.63326 -0.76745 0.3987
H -2.08069 -0.36114 0.75560 0.4080
H -1.47892 -1.53844 -0.44652 0.1583
H 0.11262 -0.40719 1.84136 0.5901
H 0.24619 -2.63184 2.61992 0.5078
H -1.36736 -2.58763 1.96294 0.4784
H 0.83159 -3.61900 0.13298 0.0447
H 0.24928 -4.57587 1.47077 0.3860
H -2.15555 -3.89791 0.39476 0.3544
H -1.27405 -5.36953 0.12973 0.3274
H -1.76154 -3.29048 -1.74037 0.3398
H -0.21953 -3.86489 -1.75888 0.2333
O -1.79015 -0.66340 3.63939 -0.5820
H -1.54539 -0.34578 4.51417 0.2958
H -1.77083 0.13406 3.10559 0.2936
O -0.11486 1.34446 4.66765 -0.5938
H 0.77380 1.01201 4.52257 0.3048
H -0.01461 2.29281 4.56244 0.2838
O 0.67249 3.72074 -2.26162 -0.6588
H 0.57994 3.02598 -1.59467 0.3033
H 0.48092 4.54155 -1.79117 0.3674
O -0.25857 6.35831 -2.89265 -0.6577
H -0.31259 5.58656 -3.47040 0.2993
H 0.36698 6.93834 -3.33645 0.3052
O -2.37525 3.96242 -3.28180 -0.6562
H -1.62512 3.46036 -2.93811 0.3450
H -2.15973 4.88173 -3.09112 0.3503
O 1.97892 2.55595 3.21463 -0.6205
H 1.44338 2.81528 2.45618 0.3256
H 2.74340 2.12693 2.81740 0.2827
O 2.14678 -2.94062 -3.55698 -0.6621
H 2.40948 -2.65277 -2.66936 0.4203
H 2.14246 -2.14000 -4.08772 0.3315
O -5.28865 4.07842 -3.15396 -0.6699
H -4.36687 3.85478 -3.35462 0.3645
H -5.32041 5.03469 -3.24134 0.3054
O -4.46588 5.34750 -0.58063 -0.6471
H -5.17504 5.99195 -0.51082 0.3006
H -4.88477 4.57443 -0.98200 0.3602